1.
The following is a DFT calculation (ωB97M-V with the def2-TZVPD basis set) of C25H20N2O3PSSbSe4Zr as an isolated structure at a distorted geometry.

As for the total energy: -11932.5420 a.u. The HOMO-LUMO gap is 0.208 Ha. The value obtained for the LUMO energy is -1.58 eV. For the max |F|, the calculation gives 0.0464 hartree/bohr. For the energy above the lowest of the compared OMol25 structures with the same formula, charge and spin, the calculation gives 69.9 kcal/mol. Its total charge is 0. The HOMO energy comes out at -7.2 eV.

Positions of all 58 atoms, in Å:
1 Zr -0.032 -0.146 -1.123
2 N -2.208 -1.126 0.394
3 C -3.452 -0.580 0.003
4 C -4.552 -1.356 -0.334
5 C -5.740 -0.737 -0.681
6 C -5.845 0.645 -0.664
7 C -4.736 1.426 -0.383
8 C -3.524 0.819 -0.085
9 P -1.913 1.662 0.213
10 C -1.344 1.899 -1.534
11 C -1.810 1.104 -2.592
12 C -1.216 1.191 -3.845
13 C -0.114 2.016 -4.042
14 C 0.358 2.807 -3.002
15 C -0.258 2.764 -1.758
16 C -2.499 3.331 0.649
17 C -2.960 4.261 -0.275
18 C -3.582 5.413 0.170
19 C -3.761 5.629 1.526
20 C -3.266 4.719 2.447
21 C -2.622 3.577 2.012
22 H -2.199 -2.147 0.342
23 H -1.967 -0.864 1.358
24 H -4.471 -2.434 -0.323
25 H -6.591 -1.340 -0.951
26 H -6.790 1.116 -0.885
27 H -4.816 2.503 -0.401
28 H -2.668 0.447 -2.444
29 H -1.604 0.596 -4.662
30 H 0.385 2.018 -4.998
31 H 1.216 3.448 -3.155
32 H 0.099 3.405 -0.949
33 H -2.837 4.095 -1.337
34 H -3.934 6.139 -0.548
35 H -4.278 6.515 1.860
36 H -3.382 4.901 3.504
37 H -2.200 2.878 2.721
38 Se 0.956 2.475 1.695
39 Sb 2.199 0.663 0.743
40 Se 0.824 -1.559 0.730
41 Se 2.276 0.426 -1.805
42 Se 4.357 0.203 1.700
43 O 1.366 -2.072 -5.300
44 S 1.655 -1.256 -4.168
45 O 2.180 0.047 -4.435
46 N 0.258 -1.084 -3.274
47 C 0.191 -2.089 -2.427
48 O -0.761 -2.104 -1.593
49 C 1.424 -2.873 -2.239
50 C 1.656 -3.822 -1.252
51 C 2.968 -4.200 -1.010
52 C 4.015 -3.642 -1.731
53 C 3.782 -2.706 -2.738
54 C 2.478 -2.327 -2.968
55 H 0.826 -4.219 -0.680
56 H 3.172 -4.914 -0.228
57 H 5.029 -3.929 -1.498
58 H 4.593 -2.250 -3.283

natural (NBO) population analysis, charges in e, atoms 1 to 4: number 1, Zr, carries 1.07; number 2, N, carries -0.84; number 3, C, carries 0.24; number 4, C, carries -0.28

***

2.
The following is a DFT calculation (ωB97M-V with the def2-TZVPD basis set) of a single C21H22N2O5S molecule at a distorted geometry.

As for the total energy: -1697.3157 a.u. The HOMO-LUMO gap is 0.331 Ha. The value obtained for the LUMO energy is 0.52 eV. As for the structure (SMILES): Cc1ccc(S(=O)(=O)N(C)c2ccc(OCC(=O)NCc3ccco3)cc2)cc1. For the max |F|, the calculation gives 0.0229 hartree/bohr. For the energy above the lowest of the compared OMol25 structures with the same formula, charge and spin, the calculation gives 46.8 kcal/mol. Its total charge is 0. The HOMO energy comes out at -8.5 eV.

Positions of all 51 atoms, in Å:
1 C -0.439 -3.747 1.818
2 C -1.099 -2.727 0.943
3 C -0.340 -1.714 0.362
4 C -0.933 -0.763 -0.447
5 C -2.298 -0.816 -0.663
6 C -3.074 -1.802 -0.088
7 C -2.469 -2.763 0.706
8 H -3.067 -3.547 1.147
9 H -4.134 -1.814 -0.286
10 S -3.072 0.511 -1.580
11 O -2.175 0.959 -2.600
12 O -4.405 0.145 -1.951
13 N -3.196 1.719 -0.396
14 C -1.944 2.098 0.118
15 C -1.057 2.752 -0.732
16 C 0.241 3.017 -0.337
17 C 0.669 2.648 0.934
18 C -0.243 2.074 1.818
19 C -1.533 1.797 1.415
20 H -2.208 1.326 2.111
21 H 0.090 1.826 2.813
22 O 1.953 2.767 1.400
23 C 2.951 3.225 0.519
24 C 3.214 2.329 -0.699
25 O 3.875 2.720 -1.636
26 N 2.674 1.097 -0.622
27 H 2.131 0.839 0.188
28 C 2.751 0.149 -1.712
29 C 2.869 -1.246 -1.199
30 C 3.532 -1.766 -0.125
31 C 3.243 -3.154 -0.119
32 C 2.428 -3.369 -1.186
33 O 2.193 -2.221 -1.841
34 H 1.967 -4.257 -1.571
35 H 3.599 -3.881 0.581
36 H 4.152 -1.233 0.566
37 H 1.860 0.213 -2.350
38 H 3.621 0.436 -2.315
39 H 3.867 3.260 1.116
40 H 2.745 4.240 0.158
41 H 0.911 3.494 -1.034
42 H -1.382 3.008 -1.726
43 C -4.290 1.497 0.521
44 H -4.424 2.384 1.138
45 H -4.139 0.622 1.165
46 H -5.178 1.333 -0.085
47 H -0.359 0.012 -0.927
48 H 0.722 -1.679 0.550
49 H -0.269 -3.331 2.811
50 H -1.060 -4.633 1.922
51 H 0.527 -4.034 1.407

natural (NBO) population analysis, charges in e, atoms 1 to 4: number 1, C, carries -0.64; number 2, C, carries 0.02; number 3, C, carries -0.24; number 4, C, carries -0.11

***

3.
The following is a DFT calculation (ωB97M-V with the def2-TZVPD basis set) of C32H58BN9OReS3Si as an isolated structure.

As for the total energy: -3409.6328 a.u. The HOMO-LUMO gap (spin up / spin down) is 0.206 / 0.282 Ha. The value obtained for the LUMO energy (spin up / spin down) is 0.63 / 0.63 eV. As for the expectation value of S²: 3.7636. The spin multiplicity is 4. For the max |F|, the calculation gives 0.0181 hartree/bohr. For the energy above the lowest of the compared OMol25 structures with the same formula, charge and spin, the calculation gives 0.6 kcal/mol. Its total charge is 0. The HOMO energy (spin up / spin down) comes out at -5.0 / -7.1 eV.

Positions of all 106 atoms, in Å:
1 Re 0.213 0.295 -0.593
2 C 2.704 -3.631 -1.144
3 C 3.418 -3.833 0.185
4 C 4.783 -3.149 0.209
5 C 3.617 -5.329 0.412
6 N 2.573 -3.289 1.282
7 C 2.058 -4.061 2.306
8 C 1.395 -3.234 3.133
9 N 1.490 -1.959 2.629
10 B 0.844 -0.814 3.424
11 N 1.462 0.600 3.231
12 C 2.518 0.966 4.031
13 C 2.689 2.296 3.927
14 N 1.731 2.764 3.047
15 C 1.013 1.696 2.595
16 S -0.270 1.761 1.443
17 C 1.399 4.215 2.897
18 C 0.046 4.457 3.563
19 C 2.464 5.032 3.625
20 C 1.379 4.639 1.434
21 N -0.699 -0.779 3.295
22 C -1.449 -0.352 4.365
23 C -2.746 -0.396 4.013
24 N -2.801 -0.860 2.713
25 C -1.530 -1.087 2.282
26 S -1.045 -1.666 0.732
27 C -4.065 -1.018 1.937
28 C -5.246 -0.657 2.836
29 C -4.221 -2.472 1.496
30 C -4.036 -0.052 0.759
31 C 2.185 -1.995 1.477
32 S 2.518 -0.640 0.472
33 H 3.314 -4.058 -1.941
34 H 2.551 -2.576 -1.334
35 H 1.732 -4.128 -1.138
36 H 5.413 -3.590 -0.564
37 H 5.267 -3.301 1.174
38 H 4.696 -2.082 0.023
39 H 4.242 -5.704 -0.398
40 H 2.675 -5.876 0.383
41 H 4.129 -5.540 1.351
42 H 2.214 -5.119 2.374
43 H 0.866 -3.438 4.045
44 H 1.055 -1.075 4.586
45 H 3.044 0.244 4.625
46 H 3.396 2.937 4.412
47 H 0.090 4.206 4.624
48 H -0.734 3.863 3.089
49 H -0.220 5.510 3.469
50 H 2.490 4.821 4.693
51 H 2.212 6.085 3.505
52 H 3.456 4.877 3.201
53 H 0.460 4.342 0.944
54 H 2.211 4.202 0.891
55 H 1.469 5.725 1.381
56 H -0.987 -0.048 5.285
57 H -3.620 -0.135 4.574
58 H -5.327 -1.319 3.699
59 H -6.154 -0.768 2.246
60 H -5.200 0.377 3.177
61 H -4.241 -3.133 2.364
62 H -3.411 -2.776 0.839
63 H -5.166 -2.577 0.961
64 H -3.924 0.973 1.116
65 H -4.980 -0.131 0.219
66 H -3.214 -0.264 0.081
67 C -4.057 -0.067 -2.550
68 Si -2.568 1.081 -2.505
69 C -3.197 2.827 -2.262
70 C -1.755 0.963 -4.187
71 O -1.558 0.709 -1.286
72 H -4.495 -0.066 -3.549
73 H -4.832 0.244 -1.851
74 H -3.783 -1.094 -2.312
75 H -3.821 3.137 -3.102
76 H -2.369 3.532 -2.177
77 H -3.794 2.906 -1.353
78 H -2.500 1.148 -4.963
79 H -1.332 -0.030 -4.353
80 H -0.958 1.694 -4.310
81 C 2.210 -1.259 -3.716
82 C 0.882 -1.846 -3.408
83 N 0.111 -1.558 -2.384
84 C -0.997 -2.370 -2.491
85 C -0.894 -3.149 -3.596
86 N 0.309 -2.806 -4.173
87 H 2.479 -0.580 -2.908
88 H 2.182 -0.695 -4.648
89 H 2.964 -2.041 -3.805
90 H -1.791 -2.323 -1.769
91 H -1.547 -3.887 -4.022
92 H 0.704 -3.193 -5.013
93 C 0.724 3.465 -1.965
94 C 1.798 2.398 -2.197
95 C 2.036 2.229 -3.703
96 C 3.121 2.805 -1.538
97 N 1.407 1.122 -1.629
98 H 1.141 4.471 -2.041
99 H 0.279 3.342 -0.980
100 H -0.075 3.379 -2.700
101 H 2.131 3.205 -4.186
102 H 1.206 1.694 -4.164
103 H 2.952 1.670 -3.892
104 H 3.501 3.740 -1.956
105 H 3.864 2.022 -1.695
106 H 2.997 2.926 -0.465

Löwdin population analysis, charges in e, atoms 1 to 4: number 1, Re, carries 1.01; number 2, C, carries -0.04; number 3, C, carries -0.55; number 4, C, carries -0.04

***

- Which value of total charge does entry 3 give?
  0